A molecular structure, C26H30CaCl3N5. Source: the Open Molecules 2025 dataset; level of theory: ωB97M-V/def2-TZVPD.

```
65
Properties=species:S:1:pos:R:3:forces:R:3:nbo_charge:R:1
Ca -0.41909 0.71664 0.45821 0.1 0.0 -0.5 1.73
C -1.64463 2.84815 -0.69416 0.0 -0.1 0.1 -0.17
C -1.34810 3.18505 0.64918 0.1 0.0 -0.1 -0.19
C 0.06157 3.31928 0.76455 -0.1 0.1 0.0 -0.18
C 0.62974 3.04735 -0.49931 -0.1 -0.1 -0.1 -0.17
C -0.42399 2.75240 -1.40104 0.1 -0.1 0.0 -0.11
C -0.26943 2.54126 -2.87848 0.0 0.0 -0.1 -0.65
C 2.07492 3.16985 -0.88176 0.1 0.1 0.0 -0.63
C 0.77662 3.86882 1.96460 0.1 0.0 0.1 -0.63
C -2.33570 3.46600 1.74333 -0.1 0.0 0.1 -0.63
C -3.01445 2.75186 -1.29686 -0.1 0.0 0.0 -0.63
H -0.20092 3.48979 -3.42298 0.0 0.0 0.0 0.21
H -1.11732 1.99913 -3.30832 0.0 0.0 0.0 0.20
H 0.63310 1.97440 -3.12575 0.0 0.0 0.0 0.21
H 2.30741 4.15485 -1.30114 0.0 0.0 0.0 0.21
H 2.36554 2.43664 -1.64041 0.0 0.0 0.0 0.20
H 2.74164 3.03466 -0.02531 0.0 0.0 0.0 0.19
H 0.63288 4.95128 2.04884 0.0 0.0 0.0 0.20
H 1.85558 3.70152 1.90659 0.0 0.0 0.0 0.20
H 0.43408 3.42639 2.90155 0.0 0.0 0.0 0.22
H -2.56804 4.53321 1.83037 0.0 0.0 0.0 0.20
H -1.96024 3.14417 2.71838 0.0 0.0 0.0 0.21
H -3.28545 2.94943 1.58497 0.0 0.0 0.0 0.20
H -3.35026 3.71909 -1.68558 0.0 0.0 0.0 0.21
H -3.76099 2.43217 -0.56546 0.0 0.0 0.0 0.20
H -3.05786 2.04659 -2.13124 0.0 0.0 0.0 0.20
N 4.22133 0.39162 0.93294 0.0 0.0 0.0 -0.54
C 2.89173 0.38015 1.09544 -0.2 0.0 0.0 0.35
N 2.02538 0.09926 0.17604 0.3 0.0 0.0 -0.61
C 2.49054 -0.21612 -1.09822 -0.1 0.0 0.0 0.40
N 1.70105 -0.51627 -2.07817 -0.1 0.0 0.0 -0.36
N 0.37342 -0.50416 -1.69837 0.0 0.1 0.2 -0.31
C -0.46587 -0.71890 -2.62589 0.0 0.1 0.0 0.08
C -1.89947 -0.71228 -2.28814 0.1 0.0 0.0 0.14
C -2.85957 -1.01119 -3.24106 -0.1 0.0 0.0 -0.23
C -4.19469 -1.02200 -2.86070 0.0 0.0 -0.1 -0.15
C -4.51839 -0.73848 -1.54778 0.0 0.0 0.0 -0.25
C -3.49024 -0.43588 -0.66361 0.0 0.0 0.0 0.07
N -2.21299 -0.41438 -1.02030 -0.1 0.0 0.1 -0.48
C 3.93633 -0.20828 -1.35031 0.0 0.0 0.0 -0.07
C 4.48269 -0.49766 -2.60344 0.0 0.0 0.0 -0.16
C 5.84765 -0.47619 -2.78839 0.0 0.0 0.0 -0.22
C 6.69466 -0.16520 -1.72201 0.0 0.0 0.0 -0.17
C 6.17728 0.12412 -0.47818 0.0 0.0 0.0 -0.23
C 4.79591 0.10167 -0.30167 0.0 0.0 0.1 0.16
H 4.80055 0.61647 1.72435 0.1 0.0 0.0 0.42
H 2.52390 0.62815 2.08554 0.0 0.0 0.0 0.23
H -0.15218 -0.88376 -3.65560 0.0 -0.1 0.0 0.19
H -2.56220 -1.23552 -4.25701 0.0 0.0 0.0 0.22
H -4.96661 -1.25284 -3.58332 0.0 0.0 0.0 0.22
H -5.54288 -0.73890 -1.20302 0.0 0.0 0.0 0.23
H -3.69865 -0.19639 0.37345 0.0 0.0 0.0 0.21
H 3.80413 -0.73432 -3.41086 0.0 0.0 0.0 0.25
H 6.26564 -0.70010 -3.76035 0.0 0.0 0.0 0.22
H 7.76629 -0.14975 -1.87064 0.0 0.0 0.0 0.22
H 6.82559 0.36788 0.35466 0.0 0.0 0.0 0.22
Cl 1.96888 -3.77942 5.30168 0.0 0.0 0.0 -0.03
C 1.51211 -2.41608 4.26971 0.0 0.0 0.0 -0.39
Cl 2.03128 -2.65249 2.59106 0.0 0.0 0.0 -0.04
H 1.98302 -1.51942 4.64886 0.0 0.0 0.0 0.23
H 0.43471 -2.31836 4.27636 0.0 0.0 0.0 0.23
Cl 0.27486 0.60434 3.33888 0.0 0.0 0.0 -0.27
C -1.16612 -0.32428 2.55333 -0.2 -0.1 0.1 -0.94
H -2.00442 -0.02944 3.18907 0.0 0.0 0.1 0.18
H -0.93759 -1.36885 2.78510 0.0 0.0 0.0 0.16
```
Positions in Å, forces in eV/Å.

Its spin multiplicity is 1. For the LUMO energy, the calculation gives -0.7 eV. The relative energy (zero: lowest compared OMol25 entry of this formula, charge and spin) comes out at 0.0738 eV. For the HOMO-LUMO gap, the calculation gives 0.21689 Eh. Its molar mass is 559.0 g/mol.